A molecular structure, C46H42BrCdIN7O4S. Source: OMol25; level of theory: wB97M-V/def2-TZVPD.

ORCA input file:
```
! RIJCOSX wB97M-V def2-TZVPD def2/J DEFGRID3
* xyz 1 1
Cd 0.151 0.445 -0.627
C 1.977 1.112 -5.064
O 1.252 2.262 -4.565
C 0.949 1.981 -3.289
N 1.250 0.842 -2.833
C 1.867 0.076 -3.918
C 3.176 -0.579 -3.548
C 3.667 -0.556 -2.250
C 4.849 -1.214 -1.937
C 5.550 -1.899 -2.919
C 5.067 -1.918 -4.221
C 3.886 -1.263 -4.532
C 0.304 3.057 -2.522
C 0.037 4.266 -3.145
C -0.543 5.273 -2.399
C -0.803 5.040 -1.064
C -0.494 3.797 -0.518
N 0.039 2.809 -1.238
C -0.797 3.599 0.917
N -1.002 2.505 1.523
C -1.515 2.872 2.869
C -1.343 4.404 2.924
O -0.974 4.759 1.579
C -0.900 2.175 4.059
C -1.315 2.549 5.337
C -0.833 1.885 6.453
C 0.049 0.822 6.306
C 0.466 0.450 5.037
C 0.008 1.139 3.921
H 3.007 1.405 -5.257
H 1.512 0.793 -5.992
H 1.165 -0.712 -4.196
H 3.119 -0.031 -1.481
H 5.223 -1.193 -0.920
H 6.467 -2.420 -2.672
H 5.608 -2.449 -4.994
H 3.508 -1.286 -5.551
H 0.287 4.398 -4.187
H -0.777 6.229 -2.850
H -1.236 5.800 -0.430
H -2.579 2.619 2.875
H -0.544 4.707 3.599
H -2.256 4.935 3.178
H -2.027 3.362 5.460
H -1.164 2.181 7.443
H 0.394 0.278 7.177
H 1.129 -0.397 4.900
H 0.336 0.860 2.935
Br -3.955 -0.500 4.800
C -4.245 -1.950 3.623
C -4.689 -3.148 4.166
C -4.886 -4.250 3.351
C -4.630 -4.161 1.991
C -4.191 -2.965 1.446
C -4.006 -1.852 2.254
I -3.367 -0.064 1.359
H -4.873 -3.208 5.230
H -5.234 -5.179 3.783
H -4.764 -5.022 1.348
H -3.977 -2.904 0.386
N 2.336 1.158 0.455
C 3.262 1.008 1.115
C 4.425 0.830 1.930
C 4.479 -0.200 2.868
C 5.619 -0.363 3.633
C 6.701 0.491 3.465
C 6.645 1.518 2.530
C 5.510 1.693 1.759
H 3.632 -0.863 2.984
H 5.664 -1.157 4.366
H 7.594 0.354 4.061
H 7.487 2.188 2.405
H 5.456 2.488 1.027
O -3.006 1.884 -1.525
C -2.809 0.778 -2.216
O -1.746 0.189 -2.210
C -4.016 0.315 -3.042
N -5.173 1.192 -2.771
C -6.216 0.366 -2.120
C -5.979 -1.045 -2.644
C -4.451 -1.124 -2.668
H -3.711 0.351 -4.086
H -5.522 1.611 -3.619
H -3.926 2.156 -1.801
H -7.208 0.759 -2.334
H -6.062 0.389 -1.038
H -6.382 -1.142 -3.655
H -6.435 -1.809 -2.013
H -4.065 -1.853 -3.377
H -4.070 -1.376 -1.680
C 2.174 -5.981 -0.193
C 1.670 -4.681 -0.738
C 1.605 -4.428 -2.104
C 1.166 -3.177 -2.481
N 0.789 -2.239 -1.612
C 0.822 -2.594 -0.309
S 0.213 -1.476 0.878
N 1.269 -3.769 0.145
H 2.683 -6.563 -0.959
H 1.336 -6.565 0.193
H 2.848 -5.796 0.642
H 1.897 -5.167 -2.838
H 1.119 -2.915 -3.532
*
```

E_LUMO in Ha: -0.100
HOMO-LUMO gap in eV: 7.00
Energy in eV: -160545.0317
E_HOMO in eV: -9.74



A molecular structure, C41H37AsN7O10S3SbTa. Source: OMol25; level of theory: wB97M-V/def2-TZVPD.

ORCA input file:
```
! RIJCOSX wB97M-V def2-TZVPD def2/J DEFGRID3
* xyz 1 1
Ta 0.793 0.303 -0.210
C 1.899 5.888 2.567
C 0.778 4.989 2.212
N -0.412 5.355 1.864
N -1.068 4.189 1.622
C -0.319 3.110 1.788
S -0.816 1.484 1.603
N 0.871 3.609 2.207
N 1.951 2.819 2.565
H 1.548 6.916 2.529
H 2.723 5.771 1.861
H 2.272 5.680 3.570
H -1.999 4.201 1.240
H 2.261 3.056 3.498
H 2.701 2.910 1.890
O -1.791 0.852 -3.944
As -0.153 0.772 -3.399
O 0.808 1.974 -3.894
O -0.288 0.819 -1.644
C 0.508 -0.959 -3.877
C 1.300 -0.931 -5.016
C 1.908 -2.096 -5.469
C 1.742 -3.280 -4.774
C 0.970 -3.311 -3.620
C 0.354 -2.154 -3.174
S -0.630 -2.263 -1.710
O -0.750 -3.642 -1.352
O -1.807 -1.481 -1.923
O 0.265 -1.580 -0.630
H -2.057 1.773 -4.077
H 1.450 0.009 -5.533
H 2.514 -2.069 -6.365
H 2.212 -4.188 -5.127
H 0.825 -4.228 -3.066
N -4.232 -5.373 3.688
C -3.712 -4.460 3.227
C -3.059 -3.317 2.645
C -1.891 -2.821 3.211
C -1.269 -1.757 2.586
N -1.729 -1.188 1.473
C -2.874 -1.639 0.965
C -3.573 -2.706 1.508
H -1.475 -3.269 4.103
H -0.360 -1.328 2.996
H -3.228 -1.149 0.067
H -4.486 -3.057 1.050
C 2.552 -0.196 -1.405
H 3.441 0.049 -0.823
H 2.582 0.434 -2.301
H 2.610 -1.246 -1.693
S 2.183 -0.371 1.894
Sb 2.819 -2.487 2.591
C 3.077 -2.211 4.652
C 2.280 -2.902 5.559
C 2.423 -2.662 6.919
C 3.354 -1.737 7.366
C 4.140 -1.038 6.459
C 3.998 -1.266 5.100
C 1.617 -4.180 2.348
C 0.561 -4.221 1.452
C -0.164 -5.397 1.307
C 0.170 -6.512 2.059
C 1.245 -6.473 2.940
C 1.982 -5.308 3.084
C 4.664 -2.967 1.725
C 5.841 -2.944 2.464
C 7.040 -3.271 1.844
C 7.055 -3.616 0.501
C 5.876 -3.642 -0.233
C 4.675 -3.318 0.377
H 1.547 -3.621 5.217
H 1.804 -3.196 7.627
H 3.465 -1.555 8.427
H 4.861 -0.313 6.813
H 4.598 -0.702 4.394
H 0.290 -3.353 0.872
H -0.985 -5.420 0.604
H -0.402 -7.424 1.954
H 1.512 -7.351 3.512
H 2.831 -5.291 3.758
H 5.831 -2.686 3.516
H 7.960 -3.259 2.413
H 7.992 -3.871 0.022
H 5.894 -3.917 -1.279
H 3.755 -3.342 -0.197
O 0.529 3.786 -0.844
C 1.576 3.191 -0.867
O 1.746 2.022 -0.222
C 2.777 3.686 -1.596
C 4.018 3.078 -1.442
C 5.116 3.560 -2.134
C 4.936 4.643 -2.973
C 3.712 5.265 -3.145
C 2.624 4.778 -2.444
N 6.106 5.159 -3.720
O 7.152 4.557 -3.599
O 5.941 6.147 -4.401
H 4.122 2.226 -0.786
H 6.094 3.112 -2.041
H 3.628 6.104 -3.819
H 1.645 5.224 -2.558
*
```

E_LUMO in Ha: -0.115
HOMO-LUMO gap in eV: 8.24
Energy in eV: -175450.4893
E_HOMO in eV: -11.36



2 unconnected molecules or ions with the total composition FH3N2O2S in a non-equilibrium geometry. Source: OMol25; level of theory: wB97M-V/def2-TZVPD.

ORCA input file:
```
! RIJCOSX wB97M-V def2-TZVPD def2/J DEFGRID3
* xyz 0 1
N -1.233 0.203 0.029
N -2.385 0.468 -0.126
O 1.377 0.397 1.269
O 1.230 -1.821 0.154
F 1.807 0.052 -1.198
S 2.132 -0.447 0.426
H 0.415 -1.362 -0.152
H -0.589 1.049 -0.010
H -2.755 1.462 -0.392
*
```

E_LUMO in Ha: 0.014
HOMO-LUMO gap in eV: 9.78
Energy in eV: -20674.0501
E_HOMO in eV: -9.40



12 unconnected molecules or ions with the total composition H24O12 in a non-equilibrium geometry. Source: OMol25; level of theory: wB97M-V/def2-TZVPD.

ORCA input file:
```
! RIJCOSX wB97M-V def2-TZVPD def2/J DEFGRID3
* xyz 0 1
H -0.479 -0.100 0.766
H -0.346 1.340 0.297
H 1.113 1.908 -3.301
H 0.876 3.067 -2.346
H 1.339 -1.761 2.336
H -0.038 -1.410 2.875
H -0.758 -0.462 4.413
H -0.369 0.816 5.138
H 0.009 -3.216 1.276
H -0.984 -3.686 0.225
H 1.350 -3.082 -1.920
H 1.021 -3.693 -0.568
H -3.046 1.617 0.210
H -3.415 1.555 -1.264
H 2.005 0.540 0.985
H 1.042 1.681 1.268
H -3.006 -2.294 -0.768
H -2.044 -3.025 -1.690
H 3.063 3.667 -0.144
H 2.948 2.259 -0.706
H 1.029 -1.747 -3.336
H 2.035 -1.111 -2.390
H -1.448 3.831 0.573
H -1.713 4.039 -0.909
O -0.122 0.436 0.048
O 0.904 2.104 -2.380
O 0.432 -1.599 2.054
O -0.496 0.452 4.255
O -0.211 -3.974 0.722
O 0.607 -3.323 -1.355
O -3.082 1.012 -0.540
O 1.736 1.405 0.658
O -2.936 -2.660 -1.657
O 2.913 2.752 0.122
O 1.110 -1.069 -2.655
O -1.038 3.731 -0.293
*
```

E_LUMO in Ha: -0.005
HOMO-LUMO gap in eV: 7.31
Energy in eV: -24954.9183
Structure (SMILES): O.O.O.O.O.O.O.O.O.O.O.O
E_HOMO in eV: -7.44